No. 1
ORCA calculation (the ωB97M-V functional and the def2-TZVPD basis) on a structure of composition C7H20ClOPdSiTi.

Structure (ORCA input):
```
! RIJCOSX wB97M-V def2-TZVPD def2/J DEFGRID3
* xyz 0 6
Ti -0.312 0.321 -0.520
Cl -0.346 2.521 -0.988
C -2.260 -0.223 -0.430
H -2.476 -0.815 0.471
H -2.473 -0.827 -1.323
H -2.866 0.693 -0.479
Pd 0.595 -0.117 -3.216
C 2.329 0.744 -3.777
C -0.735 0.050 -4.713
C 0.341 -1.364 -1.575
H -1.183 -0.952 -4.795
H -1.470 0.828 -4.455
H -0.085 0.322 -5.560
H 3.114 0.033 -3.485
H 2.208 0.834 -4.867
H 2.439 1.714 -3.272
H -0.435 -2.077 -1.926
H 1.344 -1.804 -1.436
C -1.383 0.897 3.311
Si 0.211 0.013 2.818
C 1.685 0.894 3.564
C 0.153 -1.767 3.417
O 0.357 0.018 1.165
H -1.470 0.930 4.408
H -2.273 0.386 2.919
H -1.400 1.930 2.936
H 1.618 0.869 4.661
H 2.621 0.410 3.264
H 1.723 1.943 3.244
H -0.744 -2.285 3.052
H 1.033 -2.323 3.069
H 0.139 -1.796 4.517
*
```

M ... 338.1 g/mol
E_HOMO (spin up / spin down) ... -7.029 / -8.922 eV
LUMO (spin up / spin down) ... 0.26 / -3.45 eV
Gap between HOMO and LUMO (spin up / spin down) ... 0.268 / 0.201 hartree

No. 2
ORCA calculation (the ωB97M-V functional and the def2-TZVPD basis) on a structure of composition C7H20F7MgNO9S2.

Structure (ORCA input):
```
! RIJCOSX wB97M-V def2-TZVPD def2/J DEFGRID3
* xyz 1 2
Mg -0.197 -0.146 0.698
C 1.145 3.107 2.846
F 1.888 3.563 1.800
F 1.401 3.837 3.917
F -0.115 3.420 2.512
S 1.293 1.137 3.182
O 2.325 0.866 4.155
O -0.064 0.865 3.681
N 1.371 0.374 1.549
S 2.926 0.106 1.476
O 3.735 1.278 1.765
O 3.370 -1.121 2.133
C 3.107 -0.181 -0.444
F 2.661 0.861 -1.164
F 4.463 -0.348 -0.715
F 2.389 -1.310 -0.755
F -0.471 -0.685 -1.071
C -2.955 0.846 -2.794
O -2.015 -0.180 -3.197
H -2.386 1.632 -2.298
H -3.417 1.283 -3.679
H -3.774 0.524 -2.150
H -1.604 -0.543 -2.408
C -0.011 2.551 -0.778
O -0.661 1.801 0.236
H -0.158 2.030 -1.724
H -0.357 3.585 -0.799
H 1.057 2.578 -0.565
H -1.491 2.252 0.405
C -0.379 -3.261 0.821
O 0.045 -2.041 1.409
H 0.100 -3.341 -0.155
H -0.220 -4.090 1.510
H -1.443 -3.237 0.584
H 0.333 -2.230 2.305
C 1.254 -2.607 -3.422
O 0.202 -1.724 -3.580
H 2.167 -2.026 -3.290
H 1.184 -3.315 -2.596
H 1.291 -3.203 -4.333
H 0.063 -1.349 -2.708
C -3.171 -0.393 1.007
O -1.968 -0.093 1.740
H -3.359 -1.455 0.854
H -4.053 0.052 1.467
H -3.135 0.088 0.030
H -2.368 0.243 2.545
*
```

M ... 483.7 g/mol
E_HOMO (spin up / spin down) ... -13.153 / -13.153 eV
LUMO (spin up / spin down) ... -2.69 / -9.28 eV
Gap between HOMO and LUMO (spin up / spin down) ... 0.384 / 0.142 hartree

No. 3
ORCA calculation (the ωB97M-V functional and the def2-TZVPD basis) on a cluster of 3 separate species, C7H20N2O in total.

Structure (ORCA input):
```
! RIJCOSX wB97M-V def2-TZVPD def2/J DEFGRID3
* xyz 0 1
C -1.017 -1.876 -1.121
C -0.774 -2.142 0.157
C -1.804 -2.121 1.238
O 0.451 -2.513 0.615
H -1.997 -1.595 -1.456
H -0.255 -1.967 -1.878
H -2.682 -1.567 0.920
H -2.094 -3.145 1.490
H -1.377 -1.661 2.123
H 1.089 -2.486 -0.107
C 0.813 0.406 2.474
N -0.074 0.452 1.334
C -1.162 1.387 1.497
H 1.297 1.371 2.700
H 1.584 -0.339 2.288
H 0.244 0.102 3.355
H 0.450 0.693 0.494
H -1.780 1.367 0.601
H -0.834 2.425 1.673
H -1.774 1.080 2.348
C 0.368 2.112 -2.219
N 0.838 0.936 -1.517
C 2.136 0.486 -1.975
H 0.302 1.973 -3.309
H 1.053 2.937 -2.022
H -0.617 2.378 -1.840
H 0.158 0.186 -1.617
H 2.160 0.232 -3.046
H 2.864 1.278 -1.798
H 2.432 -0.390 -1.400
*
```

M ... 148.3 g/mol
E_HOMO ... -8.151 eV
LUMO ... 0.77 eV
Gap between HOMO and LUMO ... 0.328 hartree

No. 4
ORCA calculation (the ωB97M-V functional and the def2-TZVPD basis) on a cluster of 2 separate species, C7H20N2O4PS in total.

Structure (ORCA input):
```
! RIJCOSX wB97M-V def2-TZVPD def2/J DEFGRID3
* xyz 1 1
C 2.798 0.979 2.422
C 2.284 1.569 1.113
O 1.376 0.658 0.414
P -0.140 0.717 0.826
O -0.360 0.144 2.172
C -0.925 -0.318 -0.438
C -2.212 -0.964 0.063
S -1.873 -2.197 1.345
O -0.654 2.191 0.643
C -1.953 2.548 1.176
C -2.978 2.751 0.087
H 2.639 -0.095 2.392
H 3.847 1.204 2.560
H 2.206 1.348 3.254
H 3.117 1.715 0.434
H 1.822 2.542 1.246
H -1.101 0.299 -1.316
H -0.228 -1.091 -0.763
H -2.930 -0.237 0.430
H -2.686 -1.503 -0.752
H -2.751 -1.840 2.291
H -0.713 -1.735 1.865
H -2.301 1.831 1.916
H -1.815 3.485 1.706
H -2.751 3.613 -0.531
H -3.933 2.948 0.570
H -3.100 1.887 -0.564
C 1.648 -3.130 -2.784
O 1.000 -3.879 -2.069
N 1.905 -3.394 -4.094
N 2.150 -1.952 -2.295
H 2.438 -2.789 -4.689
H 1.546 -4.253 -4.468
H 1.958 -1.766 -1.330
H 2.672 -1.286 -2.833
*
```

M ... 259.3 g/mol
E_HOMO ... -12.498 eV
LUMO ... -3.27 eV
Gap between HOMO and LUMO ... 0.339 hartree